Entry 1:
{"formula": "C14H40AgN5O5", "method": "wB97M-V/def2-TZVPD", "multiplicity": 2, "orbital_gap_ev": [2.0, 7.7], "charge": -1, "species": ["Ag", "C", "O", "H", "H", "H", "C", "C", "C", "O", "C", "N", "H", "H", "H", "H", "H", "H", "H", "H", "H", "H", "H", "C", "C", "C", "O", "C", "N", "H", "H", "H", "H", "H", "H", "H", "H", "H", "H", "H", "C", "C", "C", "O", "C", "N", "H", "H", "H", "H", "H", "H", "H", "H", "H", "H", "H", "C", "O", "N", "N", "H", "H", "H", "H"], "positions_angstrom": [[-0.26637, -0.73079, 0.76854], [-0.19576, -0.94330, -3.00758], [-0.28722, -1.09614, -1.65273], [0.05490, 0.04888, -3.38287], [0.48283, -1.58134, -3.57372], [-1.22266, -1.21741, -3.24935], [0.10641, -3.37489, 3.47958], [1.29310, -2.67245, 2.89182], [1.76577, -3.26197, 1.56550], [2.97984, -2.65334, 1.19162], [3.64256, -3.42694, 0.25635], [1.05103, -1.29864, 2.67668], [0.18121, -4.45851, 3.57044], [-0.68292, -3.29332, 2.73231], [-0.13193, -3.17444, 4.52414], [2.08138, -2.75649, 3.63992], [0.97403, -3.11890, 0.83012], [1.81898, -4.34132, 1.70782], [4.55847, -2.86180, 0.08362], [3.19138, -3.41763, -0.73585], [3.88419, -4.41792, 0.64061], [0.95359, -0.94882, 3.61914], [1.80987, -0.77445, 2.26499], [-4.27751, -1.40713, 1.80365], [-3.59148, -0.59252, 0.67961], [-2.91754, 0.71804, 1.24633], [-2.02150, 0.37877, 2.37980], [-1.15938, 1.45210, 2.79343], [-2.59676, -1.47735, 0.11526], [-5.08176, -0.85741, 2.29262], [-3.52998, -1.55516, 2.58299], [-4.78441, -2.29502, 1.42575], [-4.25180, -0.34278, -0.15087], [-3.66581, 1.42172, 1.61108], [-2.31445, 1.30964, 0.55757], [-0.53436, 1.86030, 1.99918], [-0.50417, 1.22446, 3.63426], [-1.80800, 2.20091, 3.24803], [-3.02636, -2.38185, -0.01674], [-1.92915, -1.13774, -0.56229], [1.26804, 2.61379, -2.78559], [0.22608, 3.00548, -1.69334], [-1.04054, 3.54813, -2.47892], [-0.73747, 4.87325, -3.01830], [-1.83491, 5.55952, -3.63675], [0.03473, 1.85480, -0.93767], [1.68387, 3.54297, -3.17523], [0.86511, 1.94694, -3.54786], [2.14318, 2.07726, -2.41901], [0.56903, 3.80143, -1.03232], [-1.86680, 3.60193, -1.77005], [-1.32777, 2.83002, -3.24698], [-2.19008, 4.96807, -4.48064], [-1.55670, 6.54160, -4.01913], [-2.72798, 5.72153, -3.03319], [-0.21850, 1.00111, -1.41431], [0.85573, 1.58374, -0.41557], [2.91303, 0.06480, -0.11456], [2.07830, 0.38925, 0.73375], [4.21988, 0.22068, -0.02548], [2.52253, -0.67952, -1.16950], [4.42895, 0.29026, 0.96019], [4.88804, -0.23029, -0.63399], [1.53534, -0.77341, -1.36115], [3.22093, -1.10056, -1.76538]], "lowdin_charge": [0.781, -0.342, -0.470, 0.031, 0.051, 0.059, -0.074, -0.491, -0.220, -0.231, -0.274, 0.022, 0.070, 0.075, 0.075, 0.131, 0.114, 0.117, 0.019, 0.061, 0.073, 0.082, 0.045, -0.065, -0.400, -0.145, -0.271, -0.128, 0.004, 0.067, 0.073, 0.070, 0.124, 0.110, 0.091, 0.072, 0.071, 0.076, 0.078, 0.009, -0.072, -0.411, -0.156, -0.198, -0.123, 0.037, 0.064, 0.057, 0.058, 0.137, 0.107, 0.115, 0.076, 0.078, 0.073, 0.030, 0.034, -0.768, -0.115, 0.134, 0.175, 0.060, -0.006, 0.028, 0.042]}

Entry 2:
{"formula": "C30H30BrFN5O5STi", "method": "wB97M-V/def2-TZVPD", "relative_energy_kcal_mol": 6.49, "multiplicity": 2, "orbital_gap_ev": [6.5, 6.6], "charge": 2, "species": ["Ti", "F", "C", "C", "C", "C", "O", "C", "C", "N", "C", "C", "C", "C", "C", "C", "N", "C", "C", "N", "C", "C", "C", "O", "O", "H", "H", "H", "H", "H", "H", "H", "H", "H", "H", "H", "H", "H", "H", "H", "H", "H", "H", "C", "C", "C", "C", "N", "C", "S", "N", "C", "H", "H", "H", "H", "H", "H", "H", "H", "Br", "C", "C", "C", "C", "C", "C", "C", "O", "O", "H", "H", "H", "H"], "positions_angstrom": [[-1.36630, 1.81869, -1.48896], [-0.67243, -4.47916, 0.71072], [-0.27766, -3.37047, 1.44268], [-0.60153, -2.19303, 0.86918], [-0.16376, -0.94506, 1.44053], [-0.55661, 0.34407, 0.92808], [-1.27240, 0.30118, -0.19697], [0.14845, 1.47301, 1.43750], [1.13690, 1.31620, 2.42311], [1.39764, 0.08127, 3.00480], [2.11486, 0.08336, 4.23864], [3.46429, -0.57050, 4.33647], [3.29044, 0.90616, 4.53833], [0.76496, -1.03756, 2.54432], [1.05133, -2.29267, 3.05692], [0.53275, -3.50245, 2.56296], [0.83414, -4.69146, 3.19966], [2.27830, -4.99985, 3.36629], [2.52650, -6.25749, 4.23807], [1.59169, -7.34182, 3.82974], [0.13167, -6.93871, 4.01569], [-0.11948, -5.83185, 2.98108], [-0.09975, 2.94059, 0.92457], [0.55035, 3.93601, 1.25828], [-1.09997, 2.96863, 0.00240], [-1.25308, -2.17944, 0.00466], [1.62109, 2.21539, 2.80490], [1.55516, -0.11790, 5.11023], [3.88911, -0.87174, 3.36516], [3.62993, -1.15602, 5.25268], [3.69370, 1.58909, 3.82273], [3.37831, 1.24688, 5.58323], [1.61383, -2.40095, 4.00430], [2.74067, -4.15795, 3.83196], [2.72061, -5.21224, 2.34591], [2.41544, -6.13125, 5.29741], [3.52321, -6.59352, 4.04543], [1.84282, -8.21580, 4.32155], [1.71867, -7.56601, 2.81991], [0.05359, -6.66043, 5.05902], [-0.50336, -7.81348, 3.87596], [-1.12982, -5.45157, 3.13916], [0.02243, -6.12879, 1.96626], [3.16427, 5.26917, -3.29287], [1.83185, 4.67755, -3.01505], [0.71727, 5.44893, -2.71924], [-0.52566, 4.87478, -2.60415], [-0.60533, 3.48094, -2.77501], [0.48018, 2.74033, -2.96812], [0.33681, 1.03350, -3.09005], [1.70510, 3.33450, -3.00346], [-1.78437, 5.63078, -2.32097], [3.11892, 6.33381, -2.95640], [3.49656, 5.21823, -4.31396], [3.86586, 4.77577, -2.60920], [0.77639, 6.53984, -2.76066], [2.47783, 2.67863, -3.03370], [-1.50726, 6.68434, -2.44511], [-2.01703, 5.48903, -1.28649], [-2.64439, 5.25634, -2.89191], [-2.80922, -0.89807, -4.77753], [-3.54227, 0.74223, -5.28953], [-3.86309, 0.82450, -6.68765], [-4.51289, 1.91904, -7.19373], [-5.05416, 2.91721, -6.37269], [-4.82444, 2.81289, -4.99709], [-4.08808, 1.74062, -4.45010], [-4.09268, 1.69228, -2.93707], [-5.09104, 1.95846, -2.34442], [-2.89748, 1.43193, -2.37539], [-3.57552, 0.03718, -7.38870], [-4.57522, 2.01751, -8.27016], [-5.64314, 3.77625, -6.78414], [-5.43446, 3.45014, -4.36001]], "lowdin_charge": [0.907, 0.044, -0.172, 0.111, -0.016, -0.200, -0.144, -0.001, 0.114, 0.025, -0.293, -0.088, -0.083, -0.114, 0.071, -0.173, -0.078, -0.086, -0.083, 0.048, -0.049, -0.092, -0.451, 0.080, -0.177, 0.148, 0.153, 0.149, 0.126, 0.117, 0.107, 0.131, 0.127, 0.108, 0.156, 0.136, 0.132, 0.197, 0.195, 0.138, 0.143, 0.150, 0.114, 0.018, -0.212, 0.051, -0.200, 0.030, -0.786, 0.749, 0.141, 0.032, 0.113, 0.101, 0.106, 0.143, 0.162, 0.100, 0.094, 0.110, 0.800, -0.610, -0.131, -0.091, -0.056, -0.028, -0.156, -0.520, 0.150, -0.200, 0.102, 0.110, 0.126, 0.121]}

Entry 3:
{"formula": "C20H22F6N4NaO9S2", "method": "wB97M-V/def2-TZVPD", "relative_energy_kcal_mol": 23.53, "orbital_gap_ev": 7.4, "charge": -1, "species": ["Na", "C", "O", "C", "C", "O", "C", "C", "O", "C", "H", "H", "H", "H", "H", "H", "H", "H", "H", "H", "H", "H", "H", "H", "O", "C", "N", "C", "O", "C", "C", "C", "C", "C", "N", "C", "C", "C", "C", "C", "N", "H", "H", "H", "H", "H", "H", "H", "H", "F", "C", "F", "F", "S", "O", "O", "N", "S", "O", "O", "C", "F", "F", "F"], "positions_angstrom": [[0.34116, -0.18227, 0.65616], [-0.83986, 2.47381, -1.78458], [-0.90559, 2.40728, -0.36457], [-2.18556, 2.09907, 0.13409], [-2.71614, 0.76985, -0.34952], [-1.69660, -0.21548, -0.33932], [-2.14190, -1.54913, -0.09839], [-1.16619, -2.50329, -0.74439], [0.12607, -2.25182, -0.20944], [1.14562, -3.05307, -0.78669], [-1.60010, 3.17011, -2.16771], [-0.96520, 1.48519, -2.24134], [0.15154, 2.84105, -2.05031], [-2.92573, 2.85356, -0.15703], [-2.10435, 2.10000, 1.21657], [-3.09555, 0.85062, -1.37315], [-3.55407, 0.49216, 0.30096], [-3.12855, -1.71690, -0.53526], [-2.19685, -1.73795, 0.98033], [-1.15454, -2.35986, -1.82522], [-1.47406, -3.53272, -0.53296], [0.94196, -4.11360, -0.60593], [2.08840, -2.77789, -0.31126], [1.22301, -2.88043, -1.86075], [2.69684, 2.51747, -2.27437], [2.36072, 1.64266, -1.46847], [1.65460, 0.52554, -1.70576], [1.77865, -0.15227, -2.86257], [2.81340, -0.47686, -3.44467], [0.47325, -0.61495, -3.53236], [0.51865, -1.68985, -4.41880], [-0.64776, -2.09874, -5.03877], [-1.82760, -1.40578, -4.78361], [-1.77180, -0.33068, -3.91290], [-0.65262, 0.05849, -3.28862], [2.76819, 1.89661, -0.02171], [3.99902, 2.51868, 0.18039], [4.43660, 2.73883, 1.47102], [3.61824, 2.36722, 2.52812], [2.40829, 1.77588, 2.23912], [1.97115, 1.51799, 0.98927], [1.47488, -2.17113, -4.58789], [-0.64215, -2.94188, -5.71895], [-2.76550, -1.68555, -5.25166], [-2.67259, 0.24434, -3.69390], [4.57255, 2.81336, -0.68878], [5.39851, 3.20225, 1.65493], [3.90766, 2.52721, 3.55988], [1.75711, 1.50379, 3.05594], [2.70043, -3.54531, 3.46087], [2.19127, -2.56442, 4.19258], [3.14690, -1.68751, 4.49498], [1.65361, -3.06058, 5.30377], [0.91160, -1.79276, 3.16763], [1.63547, -1.26738, 2.02393], [-0.07353, -2.81907, 2.94322], [0.44770, -0.65231, 4.21188], [-0.70126, 0.27723, 3.66619], [-0.91425, 0.04176, 2.23941], [-0.61290, 1.61936, 4.15434], [-2.23394, -0.33874, 4.41306], [-3.18896, 0.56446, 4.17860], [-2.58050, -1.50429, 3.88010], [-2.06074, -0.48187, 5.72137]], "lowdin_charge": [0.225, -0.095, -0.171, -0.202, -0.179, -0.175, -0.156, -0.164, -0.223, -0.057, 0.088, 0.030, 0.081, 0.123, 0.114, 0.112, 0.132, 0.131, 0.125, 0.115, 0.134, 0.093, 0.100, 0.079, 0.016, -0.479, 0.171, -0.458, 0.032, -0.174, -0.023, -0.075, -0.080, -0.134, 0.104, -0.158, -0.011, -0.073, -0.069, -0.113, 0.127, 0.114, 0.099, 0.095, 0.105, 0.113, 0.099, 0.100, 0.081, 0.146, -0.704, 0.145, 0.143, 0.647, -0.283, -0.263, -0.267, 0.613, -0.323, -0.253, -0.693, 0.135, 0.145, 0.143]}